A structure of composition C17H15N2PSe4Y, computed with ωB97M-V/def2-TZVPD.

- HOMO: -10.44 eV
- Max |F|: 0.0247 hartree/bohr
- Net charge: +1
- E_LUMO: -3.425 eV
- Energy relative to the best compared isomer or geometry (same formula, charge and spin): 17.9 kcal per mole
- HOMO-LUMO gap: 7.016 eV

XYZ file:
```
40
C17H15N2PSe4Y | OMol25 | ωB97M-V/def2-TZVPD
Y 0.14 0.13 -0.08
Se -1.24 2.41 -0.55
Se 0.91 3.30 -1.00
Se 1.96 1.78 -2.42
Se 2.68 0.04 -0.99
N -0.86 -2.13 2.27
P -0.23 -0.56 2.65
C -0.57 -0.52 4.44
C -1.38 0.47 4.99
C -1.69 0.42 6.35
C -1.22 -0.63 7.13
C -0.38 -1.59 6.58
C -0.05 -1.53 5.24
C 1.58 -0.88 2.58
C 2.43 -0.06 3.32
C 3.80 -0.29 3.29
C 4.32 -1.33 2.52
C 3.47 -2.13 1.77
C 2.10 -1.91 1.79
C -1.20 -2.69 1.07
C -1.76 -3.98 1.06
C -2.00 -4.60 -0.15
C -1.73 -3.92 -1.34
C -1.24 -2.64 -1.25
N -0.95 -2.03 -0.08
H -1.11 -2.68 3.07
H -1.75 1.28 4.38
H -2.31 1.19 6.79
H -1.50 -0.69 8.17
H 0.01 -2.39 7.20
H 0.65 -2.25 4.82
H 2.03 0.74 3.92
H 4.46 0.34 3.87
H 5.38 -1.51 2.51
H 3.87 -2.92 1.16
H 1.46 -2.56 1.22
H -1.97 -4.48 1.99
H -2.40 -5.60 -0.17
H -1.91 -4.37 -2.30
H -1.05 -2.07 -2.15
```